Entry 1:
Density functional theory data (ωB97M-V/def2-TZVPD) for 2 unconnected molecules or ions with the total composition CHClN2.

Properties
E_tot = -16552.9073 eV
LUMO = -0.84 eV
net charge = 0
spin multiplicity = 1

Geometry as XYZ:
```
5
CHClN2 | the Open Molecules 2025 dataset | ωB97M-V/def2-TZVPD
C 0.23647 0.11307 1.15083
N 1.12427 -1.77803 -1.06380
N 1.46741 -1.42065 -2.03521
Cl -0.25388 -1.33993 1.72605
H 0.20264 0.84486 2.04720
```

=====

Entry 2:
Density functional theory data (ωB97M-V/def2-TZVPD) for CCl2O in the gas phase.

Properties
E_tot = -28126.4951 eV
LUMO = -1.08 eV
net charge = 0
SMILES = O=C(Cl)Cl
spin multiplicity = 1

Geometry as XYZ:
```
4
CCl2O | the Open Molecules 2025 dataset | ωB97M-V/def2-TZVPD
O -0.65846 -1.17482 0.04372
C 0.05494 0.17529 -0.04082
Cl -0.74319 1.60838 0.01119
Cl 1.70949 0.07690 0.00954
```

=====

Entry 3:
Density functional theory data (ωB97M-V/def2-TZVPD) for 5 unconnected molecules or ions with the total composition C2H15NO4.

Properties
E_tot = -11996.5605 eV
LUMO = 0.55 eV
net charge = 0
SMILES = CCN.O.O.O.O
spin multiplicity = 1

Geometry as XYZ:
```
22
C2H15NO4 | the Open Molecules 2025 dataset | ωB97M-V/def2-TZVPD
C -0.54984 -0.84231 -2.63147
C -0.37207 0.40189 -1.79037
N -0.40811 0.10093 -0.34581
H -1.15234 -1.55325 -2.19393
H -0.81477 -0.57027 -3.68772
H 0.43438 -1.37888 -2.63154
H 0.53552 1.06272 -1.95582
H -1.26398 0.98744 -2.11478
H -0.52374 0.94943 0.14847
H -1.32777 -0.27153 -0.03298
O -1.74620 5.68760 0.52354
H -1.77970 6.40535 -0.21302
H -2.13664 6.17087 1.27686
O 2.80221 -1.70502 3.68406
H 2.36639 -0.98299 3.09936
H 2.21881 -1.66097 4.48431
O -0.93764 -2.92401 1.35078
H -0.36537 -2.47471 2.01643
H -0.52636 -2.68316 0.53590
O 1.77267 -1.97102 0.35078
H 2.60464 -1.56769 0.00853
H 1.16991 -1.18041 0.11842
```

=====

Entry 4:
Density functional theory data (ωB97M-V/def2-TZVPD) for C24H30N2O4 in the gas phase.

Properties
E_tot = -36546.3618 eV
LUMO = 0.46 eV
net charge = 0
SMILES = COC(=O)c1ccc(CN2CCC[C@H](CNC(=O)Cc3ccc(OC)cc3)C2)cc1
spin multiplicity = 1

Geometry as XYZ:
```
60
C24H30N2O4 | the Open Molecules 2025 dataset | ωB97M-V/def2-TZVPD
C -6.85961 -0.74694 0.73063
O -5.57780 -0.93378 0.15278
C -4.53834 -0.51094 0.88874
O -4.67041 -0.00038 1.97711
C -3.23629 -0.72666 0.22272
C -3.14344 -1.11010 -1.11179
C -1.90294 -1.27642 -1.69456
C -0.73955 -1.06241 -0.96516
C 0.61152 -1.20387 -1.61220
N 1.61651 -1.60780 -0.65010
C 1.51445 -3.01710 -0.31744
C 2.40817 -3.34844 0.87439
C 3.84991 -2.90658 0.62406
C 3.90797 -1.45296 0.14624
C 3.54135 -0.48199 1.29000
N 2.99699 0.77162 0.83189
C 3.73937 1.88230 0.66910
O 4.91288 1.95331 0.96821
C 2.98543 3.08599 0.09112
C 1.52146 2.87602 -0.14633
C 0.59975 3.06179 0.87612
C -0.75752 2.88854 0.66866
C -1.22623 2.51344 -0.58568
O -2.53536 2.34144 -0.91232
C -3.51510 2.70576 0.03229
C -0.30654 2.30481 -1.61429
C 1.04264 2.48585 -1.39471
C 2.97198 -1.29683 -1.05428
C -0.83767 -0.67616 0.36706
C -2.07185 -0.51066 0.95756
H -6.92872 -1.27883 1.68195
H -7.04485 0.31441 0.91043
H -7.57677 -1.14504 0.01743
H -4.04398 -1.27050 -1.68311
H -1.83388 -1.57238 -2.73172
H 0.54733 -1.89957 -2.46844
H 0.89328 -0.22192 -2.00832
H 1.80320 -3.64558 -1.18161
H 0.47294 -3.23907 -0.07100
H 2.37856 -4.42389 1.05759
H 2.00968 -2.85302 1.75992
H 4.28941 -3.54427 -0.14659
H 4.44061 -3.02631 1.53379
H 4.92323 -1.22062 -0.18945
H 4.43896 -0.25189 1.86831
H 2.80219 -0.94118 1.94732
H 2.04836 0.75699 0.48838
H 3.49216 3.34764 -0.84097
H 3.14658 3.91153 0.78794
H 0.94820 3.35957 1.85458
H -1.43923 3.05225 1.48770
H -3.42280 3.76014 0.31255
H -4.47160 2.54837 -0.46385
H -3.47054 2.08417 0.93023
H -0.68218 2.01525 -2.58322
H 1.73861 2.34229 -2.21002
H 3.31898 -1.96131 -1.86755
H 3.01200 -0.27060 -1.42640
H 0.06704 -0.51527 0.93236
H -2.15849 -0.21221 1.99196
```

=====

Entry 5:
Density functional theory data (ωB97M-V/def2-TZVPD) for C5H12O2 in the gas phase.

Properties
E_tot = -9474.3381 eV
LUMO = 0.88 eV
net charge = 0
SMILES = CC[C@@H](O)[C@@H](C)O
spin multiplicity = 1

Geometry as XYZ:
```
19
C5H12O2 | the Open Molecules 2025 dataset | ωB97M-V/def2-TZVPD
C -0.51804 1.39145 2.27058
C 0.36913 0.54183 1.36984
C -0.31127 0.12816 0.07242
O -0.78882 1.22238 -0.67749
C 0.62564 -0.70825 -0.83727
C -0.21849 -1.58473 -1.72809
O 1.34788 0.14597 -1.73038
H -0.86367 2.27714 1.73042
H -1.40327 0.83417 2.60326
H 0.02890 1.71695 3.16153
H 1.28526 1.08514 1.10845
H 0.67739 -0.37385 1.89492
H -1.20042 -0.47521 0.32613
H -0.04902 1.43550 -1.27135
H 1.35152 -1.26425 -0.22455
H -1.06915 -0.97682 -2.05360
H 0.37666 -1.83468 -2.62892
H -0.57132 -2.47682 -1.20636
H 1.31036 -0.33897 -2.57174
```

=====

Entry 6:
Density functional theory data (ωB97M-V/def2-TZVPD) for C3H7NO in the gas phase.

Properties
E_tot = -6760.6727 eV
LUMO = 1.00 eV
net charge = 0
SMILES = CNCC=O
spin multiplicity = 1

Geometry as XYZ:
```
12
C3H7NO | the Open Molecules 2025 dataset | ωB97M-V/def2-TZVPD
C -1.07372 -0.94899 0.10778
N -0.65628 0.21135 -0.70567
C 0.37484 0.94559 -0.01720
C 1.68665 0.03986 -0.09187
O 1.72168 -1.11533 -0.37709
H -1.38972 -0.54652 1.05009
H -0.42038 -1.77797 0.07818
H -2.06337 -1.30838 -0.23317
H -1.40090 0.85197 -0.92338
H 0.19575 1.11544 1.08647
H 0.45834 1.95335 -0.38315
H 2.56710 0.57965 0.40903
```

=====

Entry 7:
Density functional theory data (ωB97M-V/def2-TZVPD) for 2 unconnected molecules or ions with the total composition H2I3P2.

Properties
E_tot = -42903.3278 eV
LUMO (alpha / beta) = -7.22 / -7.22 eV
net charge = +1
spin multiplicity = 1

Geometry as XYZ:
```
7
H2I3P2 | the Open Molecules 2025 dataset | ωB97M-V/def2-TZVPD
P -0.31046 0.04062 -0.10275
P -1.60494 -1.17488 -1.25010
I 2.37332 2.42589 1.09382
I 2.95387 0.66945 -0.82837
I -2.02107 -3.16831 0.08241
H -0.48161 1.45051 -0.10660
H -0.90911 -0.24328 1.11159
```

=====

Entry 8:
Density functional theory data (ωB97M-V/def2-TZVPD) for a molecular structure, C18H23FeN5O3.

Properties
E_tot = -66996.0285 eV
LUMO (alpha / beta) = -5.33 / -8.97 eV
net charge = +2
spin multiplicity = 5

Geometry as XYZ:
```
50
C18H23FeN5O3 | the Open Molecules 2025 dataset | ωB97M-V/def2-TZVPD
C 3.40182 -0.14380 -2.56805
C 2.73254 -1.04425 -3.36538
H 4.11374 -0.50679 -1.78569
H 3.41467 0.94364 -2.76381
C 1.42666 -1.53241 -3.49397
C 0.17199 -1.59031 -2.82061
H 0.16581 -1.65468 -1.62688
H -0.62832 -0.76007 -3.06715
C 3.70895 -1.55373 -4.34015
H 4.64117 -1.01828 -4.15475
H 3.38103 -1.35714 -5.35254
H 3.87233 -2.61619 -4.19196
C 1.07618 -2.48195 -4.56647
H 1.73592 -3.33285 -4.53268
H 1.22144 -2.01218 -5.52481
H 0.03459 -2.83753 -4.48677
Fe -1.30249 0.51735 2.19750
O -0.27167 0.41282 0.67305
C -0.35235 0.86986 -0.57974
O -2.65176 1.56876 1.02599
C -2.51966 1.86017 -0.16746
O -3.44318 2.56205 -0.82558
N -1.48237 1.52252 -0.99833
C -2.95566 2.79989 -2.19753
C -1.72865 1.95154 -2.38495
H -2.68932 3.86156 -2.28290
H -3.76051 2.53690 -2.88687
H -0.87004 2.49986 -2.77709
H -1.93093 1.07199 -3.01525
C 0.90667 1.24895 -1.11618
C 1.87985 0.35683 -0.63846
H 0.81237 1.32314 -2.35556
H 2.02780 -0.71289 -0.28315
H 2.65566 1.09876 -0.33218
N -2.43971 0.20091 6.03004
C -3.60112 0.89372 5.71131
C -3.53359 1.18457 4.38034
N -2.35163 0.67835 3.86857
C -1.69232 0.08272 4.89623
C -0.41821 -0.52459 4.63662
N 0.07883 -0.48128 3.37617
C 1.30352 -1.12467 3.40623
C 1.54805 -1.56351 4.67474
N 0.46012 -1.18328 5.44724
H -2.16016 -0.17036 6.93690
H -4.36601 1.11642 6.44667
H -4.23238 1.71648 3.73601
H 1.91224 -1.21923 2.50634
H 2.39214 -2.10979 5.09163
H 0.30597 -1.34798 6.44132
```

=====

Entry 9:
Density functional theory data (ωB97M-V/def2-TZVPD) for a molecular structure, C3H2O2Y.

Properties
E_tot = -8268.4440 eV
LUMO (alpha / beta) = -6.31 / -6.32 eV
net charge = +1
spin multiplicity = 1

Geometry as XYZ:
```
8
C3H2O2Y | the Open Molecules 2025 dataset | ωB97M-V/def2-TZVPD
H 1.78259 1.76031 -1.16539
O 1.43705 1.00740 0.79588
O 1.05655 -1.81011 1.21543
C 1.62532 0.91935 -0.47527
C 1.55315 -0.44511 -0.83362
C 1.29420 -1.00134 0.41773
H 1.68161 -0.98090 -1.76959
Y -2.87591 0.54769 -0.68316
```

=====

Entry 10:
Density functional theory data (ωB97M-V/def2-TZVPD) for a molecular structure, C38H43N5OPdTe.

Properties
E_tot = -60373.6419 eV
LUMO (alpha / beta) = 2.28 / 2.26 eV
net charge = -1
spin multiplicity = 2

Geometry as XYZ:
```
89
C38H43N5OPdTe | the Open Molecules 2025 dataset | ωB97M-V/def2-TZVPD
Pd 1.77258 0.91208 1.01760
C 3.90114 -0.81849 2.94176
N 3.32729 -0.92727 1.60474
C 2.58790 -2.16698 1.41695
C 1.22344 -2.13593 2.07846
C 0.51398 -3.30647 2.30986
C -0.77533 -3.21544 2.81401
C -1.29473 -1.95844 3.08663
C -0.49354 -0.85048 2.86643
N 0.73744 -0.93827 2.37248
C 4.26477 -0.63119 0.53177
C 4.32687 0.84664 0.18306
C 4.93337 1.25395 -0.99665
C 5.01687 2.60895 -1.28602
C 4.48633 3.51067 -0.37354
C 3.92989 3.02209 0.79282
N 3.83999 1.71658 1.08191
C 3.50197 0.38803 3.77980
C 4.26819 0.71009 4.89500
C 3.84954 1.72869 5.73598
C 2.68661 2.41526 5.41509
C 1.99544 2.03100 4.27754
N 2.37952 1.03358 3.48912
H 3.59422 -1.69486 3.52635
H 4.99861 -0.84247 2.88317
H 2.41120 -2.31105 0.34756
H 3.15463 -3.04424 1.77452
H 0.96014 -4.27018 2.09650
H -1.36404 -4.10684 2.98387
H -2.30300 -1.84314 3.45716
H -0.83431 0.15247 3.09723
H 5.28689 -0.97394 0.77919
H 3.95109 -1.16556 -0.36834
H 5.33537 0.51867 -1.68295
H 5.49058 2.95058 -2.19607
H 4.51767 4.57446 -0.56443
H 3.55496 3.69402 1.55658
H 5.17067 0.15263 5.11553
H 4.41620 1.97755 6.62362
H 2.32039 3.21444 6.04393
H 1.07515 2.52610 3.98714
C 0.42241 3.98495 0.64912
C -0.56731 2.87394 0.26302
O -1.75837 3.17214 0.01237
N -0.04956 1.66754 0.20602
Te -1.48964 0.08655 -0.19113
C -3.42126 -1.14971 -0.71906
C -3.36128 -2.34813 -1.44160
C -2.09132 -2.75331 -2.14095
C -4.48007 -3.17534 -1.53433
C -5.67593 -2.84001 -0.92219
C -6.87705 -3.74697 -0.98446
C -5.74042 -1.64262 -0.21885
C -4.63378 -0.80853 -0.10488
C -4.75297 0.45965 0.70341
C -1.14675 0.41592 -2.28359
C -2.14735 0.95819 -3.09827
C -3.44460 1.44638 -2.52892
C -1.93525 1.07730 -4.46894
C -0.73423 0.71605 -5.05092
C -0.53218 0.80805 -6.54032
C 0.28085 0.25642 -4.22500
C 0.09804 0.09667 -2.85593
C 1.24303 -0.42619 -2.04574
H -0.11293 4.86286 1.01112
H 1.00294 4.24779 -0.23761
H 1.09780 3.60002 1.41657
H -1.23381 -2.52202 -1.50865
H -1.97304 -2.18940 -3.06811
H -2.08629 -3.81850 -2.37983
H -4.41548 -4.10412 -2.09550
H -6.64284 -4.66992 -1.51440
H -7.71093 -3.25920 -1.49349
H -7.21101 -4.00616 0.02227
H -6.67755 -1.36240 0.25483
H -5.79932 0.70605 0.89665
H -4.27530 1.29740 0.19790
H -4.24224 0.34226 1.66193
H -3.24193 1.98606 -1.60271
H -4.10558 0.61043 -2.30431
H -3.95050 2.11155 -3.22996
H -2.72987 1.47462 -5.09279
H -1.41565 1.22594 -7.02190
H -0.34872 -0.18539 -6.95484
H 0.32611 1.43784 -6.78119
H 1.24169 0.00965 -4.66700
H 2.09500 -0.65752 -2.69126
H 0.94359 -1.32641 -1.49992
H 1.54491 0.32233 -1.29203
```

=====

Entry 11:
Density functional theory data (ωB97M-V/def2-TZVPD) for C6H10O in the gas phase.

Properties
E_tot = -8429.3598 eV
LUMO = 1.11 eV
net charge = 0
SMILES = C=COCC1CC1
spin multiplicity = 1

Geometry as XYZ:
```
17
C6H10O | the Open Molecules 2025 dataset | ωB97M-V/def2-TZVPD
C 2.11343 -0.86847 -0.77907
C 2.36885 -0.24869 0.37210
O 1.51587 0.35505 1.24758
C 0.10489 0.35890 1.19198
C -0.73042 0.75645 -0.05905
C -1.35515 -0.26351 -0.97276
C -2.21651 0.40110 0.05692
H 2.92872 -1.17806 -1.42940
H 1.10322 -1.02253 -1.14862
H 3.39466 -0.15886 0.75440
H -0.11921 1.13233 1.92750
H -0.36121 -0.58516 1.52732
H -0.59477 1.74715 -0.49809
H -1.52197 -0.02149 -2.02121
H -1.08949 -1.29978 -0.78997
H -2.98903 1.09415 -0.28275
H -2.55188 -0.19858 0.90313
```

=====

Entry 12:
Density functional theory data (ωB97M-V/def2-TZVPD) for a gas-phase ion, C5H12NO (charge +2).

Properties
E_tot = -8896.3673 eV
LUMO (alpha / beta) = -6.79 / -13.19 eV
net charge = +2
spin multiplicity = 2

Geometry as XYZ:
```
19
C5H12NO | the Open Molecules 2025 dataset | ωB97M-V/def2-TZVPD
C 1.74425 1.77481 0.17252
O 1.46970 1.28992 1.43048
C 1.34416 0.87498 -0.96066
C -0.14068 0.46647 -1.07262
C -0.54660 -0.66041 -0.13539
C -1.70374 -1.28801 -0.15966
N -2.02222 -2.31841 0.87530
H 1.37332 2.82822 0.12689
H 2.86772 1.93257 0.18332
H 1.74981 1.94540 2.11155
H 1.61585 1.45267 -1.83819
H 1.94490 -0.03902 -0.94210
H -0.77415 1.29167 -0.76962
H -0.35898 0.21375 -2.11010
H 0.23134 -1.02065 0.54030
H -2.51541 -1.10295 -0.85294
H -1.17804 -2.83829 1.12759
H -2.75081 -2.96151 0.55431
H -2.35041 -1.84119 1.71901
```